# C7H6BrN3O2S

A structure of composition C7H6BrN3O2S (the ωB97M-V functional and the def2-TZVPD basis, the OMol25 dataset).

The geometry in XYZ format:
```
20
Properties=species:S:1:pos:R:3
C -1.580 -0.313 -1.001
C -1.487 0.568 0.108
C 0.671 -1.241 -0.645
C 0.934 -0.579 0.454
C -0.398 -0.926 -1.655
C -0.216 0.959 0.708
C 1.937 -0.661 1.516
N -2.829 -0.551 -1.333
N -2.664 0.949 0.560
N 0.613 1.863 -0.071
O 0.393 1.908 -1.262
O 1.506 2.436 0.503
S -3.818 0.268 -0.341
Br -0.257 1.476 2.539
H 1.286 -2.102 -0.878
H -0.698 -1.818 -2.201
H 0.011 -0.202 -2.369
H 2.499 0.274 1.577
H 2.629 -1.475 1.305
H 1.469 -0.834 2.485
```

Output
Largest force on an atom = 4.000 eV/Å
Charge = 0
E = -96794.990 eV

# C7H6CaI2NO2

A structure of composition C7H6CaI2NO2 (the ωB97M-V functional and the def2-TZVPD basis, the OMol25 dataset).

The geometry in XYZ format:
```
19
Properties=species:S:1:pos:R:3
Ca 0.839 -0.631 0.142
O 3.483 0.117 -2.107
C 2.564 0.656 -1.514
O 1.298 0.446 -1.676
C 2.909 1.528 -0.315
C 3.961 2.425 -0.338
C 4.242 3.143 0.811
C 3.492 2.907 1.956
C 2.484 1.966 1.907
N 2.179 1.294 0.789
H 4.534 2.544 -1.247
H 5.041 3.872 0.822
H 3.686 3.439 2.877
H 1.891 1.745 2.785
I 1.266 -2.772 2.632
C 2.924 -3.547 1.525
I 3.490 -2.293 -0.099
H 2.624 -4.513 1.142
H 3.752 -3.629 2.219
```

Output
Largest force on an atom = 0.631 eV/Å
Charge = +1
E = -47577.575 eV

# C7H6Cl2O2

The molecule C7H6Cl2O2 (the ωB97M-V functional and the def2-TZVPD basis, the OMol25 dataset).

The geometry in XYZ format:
```
17
Properties=species:S:1:pos:R:3
C -1.990 -1.755 1.045
C -1.214 -0.943 0.027
C -1.790 -0.586 -1.112
C 0.202 0.452 -2.010
C 0.845 0.091 -0.718
C 2.292 0.527 -0.448
C 0.170 -0.529 0.215
H -1.744 -2.898 1.139
H -2.923 -1.740 0.921
H -2.729 -0.512 -1.542
H 2.559 -0.323 -0.073
H 2.734 0.965 -1.451
H 0.724 -0.968 1.193
O -1.084 0.117 -2.100
O 0.801 1.098 -2.813
Cl -1.706 -1.185 2.697
Cl 2.444 1.904 0.664
```

Output
Largest force on an atom = 8.200 eV/Å
Charge = 0
E = -36493.781 eV

# C7H6ClN3O2S

A cluster of 3 separate species, C7H6ClN3O2S in total (the ωB97M-V functional and the def2-TZVPD basis, the OMol25 dataset).

The geometry in XYZ format:
```
20
Properties=species:S:1:pos:R:3
C -0.762 2.125 0.023
C 0.829 0.309 0.847
C -0.424 0.842 0.551
C -1.435 -0.119 0.696
C -2.880 0.244 0.212
C 0.704 -0.898 -2.176
C -2.924 1.480 -0.250
N 0.830 -0.934 1.217
N -1.981 2.420 -0.306
N 3.668 -1.620 0.412
O 1.824 -0.755 -2.156
O -0.416 -0.911 -2.071
S -0.701 -1.615 1.240
Cl -4.097 -1.051 0.284
H -0.034 2.798 -0.087
H 1.799 0.952 0.774
H -3.954 1.661 -0.598
H 3.290 -0.823 0.956
H 3.418 -2.488 0.906
H 3.245 -1.617 -0.473
```

Output
Largest force on an atom = 6.968 eV/Å
Charge = 0
E = -39278.615 eV

Question: Which of these has the lowest largest force on an atom?
Answer: C7H6CaI2NO2